No. 1
{"formula": "C21H27Br2F6O5P2", "method": "wB97M-V/def2-TZVPD", "symbols": ["C", "C", "P", "C", "C", "C", "F", "Br", "C", "F", "F", "Br", "C", "O", "C", "C", "C", "C", "C", "C", "C", "C", "C", "O", "P", "C", "O", "H", "H", "H", "H", "H", "H", "H", "H", "H", "H", "H", "H", "H", "H", "H", "H", "H", "H", "H", "H", "H", "H", "C", "C", "O", "C", "O", "C", "F", "F", "F", "H", "H", "H", "H", "H"], "xyz": [[2.66025, 1.14207, 1.22698], [1.94255, 0.25202, 0.39565], [1.20778, -0.73155, -1.11630], [0.60815, -1.79332, -2.60552], [1.08351, -1.20135, -4.08042], [0.47831, -2.12784, -5.32361], [-0.95019, -2.44429, -5.05608], [1.47987, -3.90527, -5.33237], [0.69207, -1.42627, -6.80314], [0.82347, -2.44374, -7.91156], [-0.47370, -0.53493, -7.14590], [2.43162, -0.36444, -6.88352], [0.00426, -1.63424, 0.13157], [-0.53613, -0.73147, 1.15730], [-0.26348, -1.19754, 2.52465], [-0.58475, -2.67838, 3.14725], [-0.23562, -3.07527, 4.73362], [0.50495, -1.92479, 5.66598], [0.86826, -0.41112, 5.11335], [0.44496, -0.08260, 3.54809], [0.06810, 0.72441, -1.39861], [-1.41976, 0.36579, -2.29046], [-2.69650, -0.32431, -1.33576], [-2.67095, 1.22790, -1.88494], [2.69483, -2.25575, -0.69047], [3.39457, -2.17298, 1.08243], [4.09464, -1.86449, -1.71319], [3.00055, 1.91072, 2.06629], [2.17814, -0.12372, -2.03858], [1.24391, -2.80573, -2.52177], [-0.49129, -2.16607, -2.55334], [2.26369, -1.36515, -4.11773], [0.77205, -0.07582, -4.19366], [0.66468, -2.48569, 0.64616], [-0.86471, -2.19968, -0.40948], [-1.08742, -3.48209, 2.43260], [-0.48515, -4.12023, 5.20344], [0.77473, -2.15979, 6.78792], [1.38971, 0.38580, 5.79820], [0.67654, 1.01838, 3.17831], [0.57734, 1.50844, -2.11783], [-0.28264, 1.32595, -0.44863], [-1.32176, -0.01641, -3.48494], [-3.59798, -0.58378, -2.03362], [-2.70174, -0.18125, -0.17683], [2.51408, -2.26721, 1.86710], [4.11397, -1.26271, 1.29292], [4.05747, -3.15265, 1.22967], [4.92190, -2.28234, -1.33237], [-2.33793, 3.56926, -0.04813], [-1.34250, 3.67005, 1.09321], [-1.86408, 4.48871, 2.15144], [-2.76317, 3.88506, 2.99199], [-3.13047, 2.71808, 2.87715], [-3.20326, 4.84699, 4.09331], [-3.52849, 6.08248, 3.61510], [-2.22373, 5.04504, 5.02140], [-4.29548, 4.40808, 4.78028], [-2.62596, 4.56661, -0.39581], [-1.91103, 3.01092, -0.88582], [-3.25667, 3.06648, 0.26893], [-0.42778, 4.15541, 0.73705], [-1.05660, 2.68166, 1.47105]], "e_tot_ha": -7621.7849, "charge": -1, "lumo_ev": 1.771}

***

No. 2
{"formula": "C21H27BrN2O3", "method": "wB97M-V/def2-TZVPD", "symbols": ["C", "O", "C", "C", "C", "C", "N", "C", "C", "C", "C", "C", "Br", "C", "C", "O", "C", "C", "O", "N", "C", "C", "C", "C", "C", "C", "C", "H", "H", "H", "H", "H", "H", "H", "H", "H", "H", "H", "H", "H", "H", "H", "H", "H", "H", "H", "H", "H", "H", "H", "H", "H", "H", "H"], "xyz": [[0.79985, -3.23699, 0.69032], [0.25606, -1.95015, 0.85906], [0.50278, -1.01435, -0.09804], [1.23793, -1.21865, -1.25072], [1.44278, -0.20377, -2.18544], [2.19567, -0.49206, -3.46475], [1.34727, -0.66285, -4.62686], [0.39953, -1.75410, -4.52607], [-0.37414, -1.94802, -5.83631], [-1.26350, -0.74555, -6.14877], [0.58899, -2.21937, -6.98804], [0.86992, 1.02737, -1.92401], [1.07324, 2.47713, -3.15104], [0.13102, 1.27184, -0.77294], [-0.05806, 0.25947, 0.14696], [-0.75769, 0.36809, 1.30826], [-1.28936, 1.61801, 1.67933], [-1.95399, 1.50961, 3.05789], [-2.34978, 2.49627, 3.64095], [-2.06871, 0.25299, 3.50958], [-2.57552, -0.06773, 4.82665], [-1.50103, -0.68407, 5.68411], [-0.31848, 0.01130, 5.90820], [0.68883, -0.54756, 6.67257], [0.52384, -1.80772, 7.22408], [-0.65174, -2.50487, 7.00725], [-1.65788, -1.94692, 6.23676], [0.41252, -3.72203, -0.21147], [0.48812, -3.80333, 1.56632], [1.89323, -3.20893, 0.64866], [1.67671, -2.18306, -1.45140], [2.78014, -1.40882, -3.34119], [2.88617, 0.32789, -3.68370], [0.85568, 0.20265, -4.82452], [-0.32261, -1.61791, -3.69967], [0.97432, -2.66268, -4.31509], [-1.01999, -2.82352, -5.69848], [-0.66325, 0.12244, -6.41031], [-1.88908, -0.49490, -5.29395], [-1.91308, -0.96985, -6.99171], [1.28948, -1.39453, -7.08194], [0.04380, -2.33038, -7.92223], [1.15393, -3.13053, -6.80678], [-0.28739, 2.25239, -0.61326], [-0.50768, 2.38612, 1.74200], [-2.05093, 1.95849, 0.96397], [-1.64162, -0.48646, 2.97047], [-3.42740, -0.74934, 4.73370], [-2.92058, 0.87617, 5.26073], [-0.19662, 0.99634, 5.48148], [1.60379, 0.00086, 6.84176], [1.30973, -2.24419, 7.82260], [-0.78557, -3.48717, 7.43625], [-2.57398, -2.49541, 6.06833]], "smiles": "COc1cc(CNCC(C)C)c(Br)cc1OCC(=O)NCc1ccccc1", "e_tot_ha": -3725.6641, "charge": 0, "de_lowest_ev": 0.387, "lumo_ev": 0.547}

***

No. 3
{"formula": "C21H27CaN4S4Si", "method": "wB97M-V/def2-TZVPD", "symbols": ["Ca", "C", "C", "S", "C", "C", "S", "C", "C", "S", "H", "H", "H", "H", "H", "H", "H", "H", "H", "H", "H", "H", "S", "N", "C", "C", "C", "C", "C", "N", "C", "C", "N", "C", "C", "C", "C", "C", "N", "H", "H", "H", "H", "H", "H", "C", "Si", "C", "C", "H", "H", "H", "H", "H", "H", "H", "H", "H"], "xyz": [[-0.31733, -0.22232, 0.30432], [2.16080, -0.99862, 4.05541], [2.39674, 0.49436, 3.82211], [1.28954, 1.21848, 2.58391], [2.41374, 2.04834, 1.42462], [3.50155, 1.20218, 0.77429], [2.87565, -0.24493, -0.12758], [3.90560, -1.59236, 0.50659], [3.83004, -1.85338, 2.00355], [2.12719, -2.05505, 2.59136], [1.18980, -1.16505, 4.52440], [2.92222, -1.37452, 4.73956], [3.41850, 0.69691, 3.50429], [2.22761, 1.03423, 4.75226], [2.87105, 2.89871, 1.93078], [1.74906, 2.44846, 0.65551], [4.22559, 0.84821, 1.50540], [4.03840, 1.82974, 0.06444], [4.93304, -1.39439, 0.20210], [3.55887, -2.46602, -0.04786], [4.30046, -1.04928, 2.56724], [4.38031, -2.76745, 2.22415], [-3.49995, 3.52780, -5.90588], [-2.85748, 2.05631, -5.79435], [-2.32754, 1.97121, -4.58617], [-1.62467, 0.81748, -4.04898], [-1.44551, -0.36432, -4.77141], [-0.74427, -1.39918, -4.20241], [-0.23658, -1.22539, -2.91940], [-0.41139, -0.11340, -2.21187], [-1.10694, 0.90319, -2.75783], [-1.31327, 2.11775, -1.93492], [-0.84576, 2.11077, -0.66898], [-1.03686, 3.18604, 0.09009], [-1.68925, 4.33006, -0.35563], [-2.17037, 4.34558, -1.64251], [-1.98537, 3.22418, -2.45335], [-2.48915, 3.14780, -3.81521], [-3.13855, 4.10925, -4.44924], [-1.86535, -0.43876, -5.76642], [-0.58544, -2.33000, -4.72854], [0.33916, -2.01343, -2.44705], [-0.65425, 3.13743, 1.10443], [-1.81682, 5.17571, 0.30569], [-2.69533, 5.20279, -2.04543], [-1.33285, -2.79385, 3.18723], [-1.72238, -2.34830, 1.38102], [-1.38663, -3.94519, 0.39351], [-3.61222, -2.13668, 1.31880], [-1.97808, -3.60536, 3.54084], [-1.48463, -1.93766, 3.85363], [-0.29695, -3.12733, 3.29614], [-1.86454, -4.81413, 0.86077], [-0.31464, -4.16054, 0.32585], [-1.77748, -3.86675, -0.62655], [-4.12933, -3.02084, 1.70939], [-3.95903, -1.98122, 0.29220], [-3.93873, -1.27732, 1.91171]], "e_tot_ha": -3595.1992, "charge": 1, "de_lowest_ev": 0.183, "lumo_ev": -3.457}

***

No. 4
{"formula": "C21H27ClN6O", "method": "wB97M-V/def2-TZVPD", "symbols": ["C", "O", "C", "C", "N", "N", "N", "N", "C", "C", "C", "C", "C", "N", "C", "C", "C", "C", "C", "N", "C", "C", "C", "C", "C", "C", "C", "C", "Cl", "H", "H", "H", "H", "H", "H", "H", "H", "H", "H", "H", "H", "H", "H", "H", "H", "H", "H", "H", "H", "H", "H", "H", "H", "H", "H", "H"], "xyz": [[-3.36559, -1.45985, -2.70120], [-2.17274, -2.06504, -2.27021], [-1.09319, -1.16716, -2.22252], [0.18929, -1.97529, -2.00243], [1.33059, -1.11175, -2.04132], [1.78438, -0.62919, -3.20502], [2.74387, 0.15331, -2.95157], [2.96777, 0.23069, -1.64783], [2.09256, -0.55611, -1.06089], [1.90634, -0.77829, 0.40317], [3.28342, -1.00546, 1.09737], [4.23015, 0.19139, 1.10311], [3.11123, -1.53154, 2.52183], [1.00631, 0.25480, 0.88086], [1.42734, 1.63839, 0.79602], [0.29500, 2.50341, 0.31049], [-0.23419, 2.33806, -0.96492], [-1.30743, 3.11547, -1.36146], [-1.81364, 4.04364, -0.46284], [-1.31024, 4.22699, 0.74463], [-0.28596, 3.47792, 1.11469], [0.12611, -0.07928, 1.98865], [-1.27108, -0.42831, 1.52025], [-2.22024, 0.57180, 1.33678], [-3.50220, 0.28604, 0.90462], [-3.87070, -1.02420, 0.65130], [-2.95305, -2.04171, 0.83598], [-1.67300, -1.73715, 1.26858], [-0.59091, -3.07063, 1.53269], [-3.65196, -0.63368, -2.03974], [-3.26687, -1.07799, -3.72468], [-4.13050, -2.23250, -2.67413], [-1.23249, -0.44021, -1.40570], [-1.00877, -0.61585, -3.17232], [0.14280, -2.49472, -1.04529], [0.28394, -2.70839, -2.80737], [1.35945, -1.72074, 0.51545], [3.75749, -1.79761, 0.50317], [3.88386, 0.96370, 1.78392], [4.33086, 0.60670, 0.10497], [5.21219, -0.13524, 1.43967], [2.44610, -2.39262, 2.54957], [4.07746, -1.84000, 2.91539], [2.71781, -0.75628, 3.17534], [2.24472, 1.69997, 0.07593], [1.78414, 2.02184, 1.76496], [0.19949, 1.61468, -1.63915], [-1.73765, 3.00964, -2.34551], [-2.65532, 4.67367, -0.71872], [0.09070, 3.66942, 2.11292], [0.05693, 0.78336, 2.65810], [0.52230, -0.92157, 2.55971], [-1.94747, 1.59346, 1.55008], [-4.21340, 1.08790, 0.77506], [-4.87114, -1.25961, 0.32191], [-3.22489, -3.06830, 0.64769]], "smiles": "COCCn1nnnc1[C@@H](C(C)C)N(Cc1cccnc1)Cc1ccccc1Cl", "e_tot_ha": -1680.3423, "charge": 0, "de_lowest_ev": 0.209, "lumo_ev": 0.635}

***

no.,Kohn-Sham gap (eV)
1,5.78
2,8.88
3,5.58
4,9.32